{
  "formula": "C71H83F3N13O6S2",
  "method": "wB97M-V/def2-TZVPD",
  "symbols": ["C", "C", "O", "C", "C", "C", "C", "S", "C", "S", "N", "C", "C", "N", "C", "C", "C", "C", "C", "O", "O", "C", "C", "O", "O", "N", "C", "C", "C", "C", "O", "C", "F", "F", "F", "H", "H", "H", "H", "H", "H", "H", "H", "H", "H", "H", "H", "H", "H", "H", "H", "H", "H", "H", "H", "H", "H", "H", "H", "H", "H", "H", "H", "H", "H", "H", "H", "H", "N", "C", "C", "C", "C", "C", "H", "H", "H", "H", "H", "N", "C", "C", "C", "C", "C", "H", "H", "H", "H", "H", "N", "C", "C", "C", "C", "C", "H", "H", "H", "H", "H", "N", "C", "C", "C", "C", "C", "H", "H", "H", "H", "H", "N", "C", "C", "C", "C", "C", "H", "H", "H", "H", "H", "N", "C", "C", "C", "C", "C", "H", "H", "H", "H", "H", "N", "C", "C", "C", "C", "C", "H", "H", "H", "H", "H", "N", "C", "C", "C", "C", "C", "H", "H", "H", "H", "H", "N", "C", "C", "C", "C", "C", "H", "H", "H", "H", "H", "N", "C", "C", "C", "C", "C", "H", "H", "H", "H", "H"],
  "positions_angstrom": [[0.9838, 2.6182, 3.5366], [0.3918, 1.4384, 2.5075], [0.6242, 0.0974, 2.9442], [0.8164, -0.9452, 1.9402], [-0.3820, -0.7351, 0.9150], [-0.8684, -1.9309, -0.0815], [-1.7458, -1.1657, -1.2894], [-1.8139, -2.2815, -2.8396], [-1.0374, -1.3525, -4.3163], [-1.7697, 0.0402, -5.0293], [0.2883, -1.9276, -4.8501], [0.5305, -3.4224, -4.8112], [2.0759, -3.5573, -5.4247], [2.5156, -2.1508, -5.7692], [1.4492, -1.1282, -5.4443], [2.3294, -0.4982, 1.3703], [3.1070, -0.6933, 2.7981], [3.8790, 0.5342, 3.5332], [4.6993, 1.4676, 2.4196], [4.1921, 2.5385, 1.8058], [6.1139, 1.0715, 2.1393], [2.1595, -1.7344, 3.7052], [3.3211, -2.7148, 4.3027], [2.8263, -3.5306, 5.4623], [2.8661, -2.8234, 6.5630], [1.0729, -2.2572, 2.7343], [1.6827, -3.3856, 1.8851], [1.6227, -4.8923, 2.4977], [-0.0179, -2.6295, 3.7380], [-1.4557, -3.0814, 3.1285], [-1.5187, -4.3513, 2.4122], [-2.4357, -3.3127, 4.4716], [-1.9195, -4.4133, 5.3487], [-2.7362, -2.0553, 5.1922], [-3.7542, -3.8155, 3.9436], [0.2439, 3.5483, 3.4664], [2.0544, 2.9836, 3.2367], [0.9307, 2.2752, 4.6753], [0.7381, 1.7608, 1.4421], [-0.7893, 1.6248, 2.5236], [-0.0753, 0.1360, 0.1529], [-1.3666, -0.4449, 1.5283], [-1.6338, -2.6898, 0.3782], [0.0122, -2.4578, -0.6913], [-1.2422, -0.1756, -1.6564], [-2.8665, -1.0175, -0.9718], [-0.1877, -4.2959, -4.4413], [2.6580, -4.5778, -5.5322], [1.4840, 0.0513, -5.6023], [2.8227, -1.2208, 0.5576], [2.4275, 0.5347, 0.8301], [4.0061, -1.4126, 2.4824], [3.2389, 1.1706, 4.2839], [4.7435, 0.0456, 4.1970], [6.1703, 0.0617, 2.0387], [1.7860, -1.2786, 4.7449], [3.9179, -3.3438, 3.5190], [4.1307, -1.9891, 4.7998], [1.8935, -2.5451, 6.7019], [1.1881, -3.4792, 0.8141], [2.8346, -3.1922, 1.6299], [0.7511, -5.5761, 2.1078], [2.6168, -5.4480, 2.1314], [1.6399, -4.9869, 3.6614], [0.3195, -3.4891, 4.4954], [-0.2991, -1.7352, 4.4804], [-2.0318, -2.2828, 2.4981], [-0.9723, -4.3710, 1.5754], [-5.7087, 0.4398, -3.5079], [-5.0714, 1.3676, -4.2551], [-5.7194, 2.3825, -4.9409], [-7.1062, 2.4502, -4.8602], [-7.7911, 1.5078, -4.1000], [-7.0549, 0.5322, -3.4471], [-3.9902, 1.2706, -4.2895], [-5.1564, 3.1025, -5.5240], [-7.6490, 3.2309, -5.3851], [-8.8717, 1.5329, -4.0174], [-7.5432, -0.2237, -2.8384], [-5.6549, -1.4870, 0.1077], [-6.6581, -1.8362, -0.7272], [-7.7388, -2.6168, -0.3492], [-7.7946, -3.0719, 0.9639], [-6.7754, -2.7307, 1.8470], [-5.7375, -1.9423, 1.3767], [-6.5674, -1.4594, -1.7418], [-8.5177, -2.8643, -1.0614], [-8.6256, -3.6872, 1.2965], [-6.7894, -3.0699, 2.8766], [-4.9203, -1.6460, 2.0284], [9.3241, 2.7946, 0.9553], [9.9614, 3.7224, 0.2080], [9.3135, 4.7374, -0.4777], [7.9266, 4.8050, -0.3970], [7.2418, 3.8626, 0.3632], [7.9780, 2.8870, 1.0161], [11.0427, 3.6254, 0.1737], [9.8764, 5.4573, -1.0608], [7.3838, 5.5857, -0.9219], [6.1611, 3.8877, 0.4457], [7.4897, 2.1311, 1.6248], [7.0533, 6.0151, -5.6070], [7.0613, 4.8013, -5.0136], [8.1352, 4.3026, -4.2937], [9.2734, 5.0933, -4.1770], [9.2963, 6.3473, -4.7787], [8.1718, 6.7607, -5.4748], [6.1515, 4.2208, -5.1359], [8.0855, 3.3213, -3.8357], [10.1355, 4.7356, -3.6216], [10.1683, 6.9874, -4.7066], [8.1393, 7.7328, -5.9589], [-3.3157, -9.0921, -0.9925], [-4.1425, -8.0274, -1.0826], [-4.0740, -6.9256, -0.2450], [-3.1015, -6.9141, 0.7492], [-2.2364, -7.9969, 0.8684], [-2.3806, -9.0515, -0.0187], [-4.8863, -8.0850, -1.8719], [-4.7625, -6.0968, -0.3647], [-3.0180, -6.0683, 1.4255], [-1.4682, -8.0187, 1.6330], [-1.7272, -9.9181, 0.0313], [-2.2208, 0.2035, -8.2092], [-0.9966, -0.3068, -8.4669], [-0.2572, -0.0019, -9.5984], [-0.8060, 0.8771, -10.5261], [-2.0657, 1.4178, -10.2897], [-2.7268, 1.0554, -9.1272], [-0.6129, -0.9902, -7.7149], [0.7226, -0.4394, -9.7527], [-0.2566, 1.1389, -11.4257], [-2.5212, 2.1053, -10.9934], [-3.7108, 1.4533, -8.8957], [8.6970, 5.8997, 4.7146], [9.2334, 5.3538, 3.6012], [10.5720, 5.4598, 3.2590], [11.4136, 6.1721, 4.1069], [10.8904, 6.7475, 5.2602], [9.5391, 6.5838, 5.5192], [8.5357, 4.8109, 2.9702], [10.9490, 4.9986, 2.3533], [12.4686, 6.2777, 3.8711], [11.5198, 7.3092, 5.9411], [9.0840, 7.0108, 6.4085], [-7.4652, -1.7713, 4.9615], [-8.0546, -0.6121, 5.3279], [-7.4006, 0.4043, 6.0057], [-6.0611, 0.2218, 6.3325], [-5.4268, -0.9621, 5.9703], [-6.1636, -1.9189, 5.2909], [-9.1012, -0.5186, 5.0533], [-7.9232, 1.3158, 6.2728], [-5.5157, 0.9957, 6.8647], [-4.3840, -1.1351, 6.2108], [-5.7125, -2.8582, 4.9832], [1.0323, 2.2654, -2.2220], [1.5687, 1.7195, -3.3354], [2.9073, 1.8255, -3.6775], [3.7489, 2.5377, -2.8297], [3.2257, 3.1132, -1.6763], [1.8744, 2.9494, -1.4173], [0.8710, 1.1766, -3.9664], [3.2843, 1.3643, -4.5833], [4.8039, 2.6434, -3.0655], [3.8551, 3.6748, -0.9955], [1.4193, 3.3765, -0.5281], [-10.9869, -0.1518, -0.0921], [-10.0803, -0.2276, 0.9067], [-10.3481, 0.1273, 2.2191], [-11.6220, 0.5925, 2.5282], [-12.5769, 0.6836, 1.5208], [-12.2154, 0.3017, 0.2388], [-9.1001, -0.5932, 0.6147], [-9.5821, 0.0436, 2.9816], [-11.8688, 0.8813, 3.5457], [-13.5783, 1.0426, 1.7291], [-12.9264, 0.3511, -0.5812]],
  "forces_ev_per_angstrom": [[-0.63, -0.13, 0.26], [-1.96, 3.52, 0.11], [0.28, -1.12, -0.20], [0.78, 3.87, -2.18], [-1.42, -0.94, -1.03], [-0.29, 0.70, -1.91], [0.04, 0.25, -0.04], [0.78, 0.78, -0.61], [0.42, 1.93, -0.99], [2.24, -3.47, 1.78], [-0.03, -1.01, 0.10], [5.11, 1.81, -2.02], [-5.17, 4.01, 1.63], [-4.45, 0.15, 1.93], [1.00, -6.24, 0.22], [0.34, -1.42, 0.14], [1.40, -1.49, -1.36], [1.17, -0.24, 0.51], [-1.41, 4.00, -2.69], [3.36, -7.02, 4.12], [-4.49, -1.32, 0.57], [4.41, 1.44, 1.82], [0.49, 0.61, 0.85], [0.68, -2.24, -6.02], [-2.13, 3.25, 3.78], [0.66, 1.11, 1.99], [0.94, -2.40, -2.20], [0.90, -1.29, 0.19], [-2.82, -0.93, 1.90], [-0.92, -0.23, 0.50], [0.95, 1.33, 0.35], [-2.19, -1.56, -0.43], [-1.68, 4.19, -2.51], [1.51, -4.41, -2.08], [4.29, 1.73, 2.00], [1.62, -2.07, -0.03], [-2.03, -0.88, 0.63], [0.25, 0.59, -2.50], [-0.34, -1.17, 1.85], [2.50, -0.52, -0.17], [-0.59, -1.78, 2.13], [2.36, -0.28, -1.33], [1.77, 1.28, -0.70], [-1.84, 1.00, 1.63], [-1.01, -1.73, 0.93], [2.22, -0.08, -0.60], [1.51, 2.68, -0.83], [-1.13, 2.77, 0.02], [-0.23, -3.26, 0.36], [-1.37, 1.29, 1.85], [-0.73, -1.69, 1.56], [-1.64, 1.53, 0.70], [1.08, -1.01, -1.99], [-1.88, 1.10, -1.44], [-0.24, 1.99, 0.52], [0.10, -0.65, -2.96], [-1.51, 0.69, 1.63], [-1.92, -1.38, -1.19], [2.06, -0.46, 0.12], [0.67, 0.80, 2.39], [-2.83, 0.15, 0.95], [1.55, 1.73, 0.76], [-2.16, 1.37, 0.76], [-0.02, 0.44, -2.17], [-0.28, 1.76, -2.16], [0.99, -1.54, -2.20], [1.30, -1.14, 1.38], [-0.87, 0.53, 1.38], [-0.54, 0.68, -0.44], [-0.28, -0.62, 0.54], [-0.31, -0.04, 0.06], [-0.01, 0.00, 0.00], [0.13, 0.17, -0.14], [0.92, -0.09, -0.05], [-0.20, 0.05, 0.01], [-0.03, -0.08, 0.06], [0.06, -0.09, 0.06], [0.10, -0.03, 0.02], [-0.11, 0.19, -0.14], [-0.56, -0.56, 0.35], [0.71, 0.30, 0.30], [0.08, -0.13, 0.28], [0.02, -0.05, -0.01], [-0.09, -0.15, -0.09], [0.00, 0.28, -0.92], [0.12, -0.12, 0.16], [0.06, 0.06, 0.05], [0.10, 0.08, -0.02], [-0.07, 0.09, -0.16], [-0.06, -0.02, 0.08], [-0.34, 0.79, -0.56], [-0.36, -0.69, 0.47], [-0.23, -0.02, 0.03], [-0.05, 0.02, -0.02], [0.19, 0.23, -0.24], [0.98, -0.25, 0.15], [-0.04, 0.04, -0.04], [-0.04, -0.05, 0.07], [0.08, -0.07, 0.04], [0.07, -0.04, 0.06], [0.48, 0.63, -0.39], [0.80, -0.36, 0.55], [-0.04, 0.86, -0.43], [0.17, 0.16, 0.01], [0.03, 0.04, 0.00], [-0.01, -0.29, 0.15], [-0.86, -0.40, -0.18], [0.05, 0.01, 0.01], [0.01, 0.07, -0.03], [-0.10, 0.02, -0.08], [-0.09, -0.04, -0.03], [0.04, -0.08, 0.05], [0.11, 0.84, 0.68], [0.51, -0.81, -0.05], [0.20, 0.01, 0.19], [0.01, 0.05, -0.01], [-0.17, 0.25, -0.09], [-0.58, -0.19, -0.74], [0.05, 0.04, 0.07], [0.03, -0.08, 0.00], [-0.06, -0.10, -0.03], [-0.06, -0.05, -0.03], [-0.05, 0.07, 0.03], [0.52, 0.28, -0.86], [-0.83, 0.28, 0.23], [-0.14, 0.16, -0.15], [-0.01, 0.03, -0.01], [0.27, -0.12, -0.03], [0.22, -0.56, 0.69], [0.03, 0.03, -0.05], [-0.09, 0.01, 0.04], [-0.07, -0.03, 0.11], [0.03, -0.07, 0.08], [0.07, -0.02, -0.06], [0.97, 0.09, -0.22], [-0.48, 0.33, 0.71], [0.19, 0.17, 0.18], [-0.01, 0.00, 0.00], [0.08, -0.12, -0.23], [-0.64, -0.43, -0.46], [0.11, 0.02, 0.00], [-0.08, 0.04, 0.14], [-0.12, -0.01, 0.03], [-0.08, -0.05, -0.05], [0.08, -0.01, -0.06], [0.50, 0.78, 0.53], [0.33, -0.85, -0.29], [0.27, -0.04, 0.06], [-0.03, 0.01, -0.02], [-0.15, 0.27, 0.10], [-0.88, 0.02, -0.24], [0.07, 0.00, 0.09], [0.03, -0.10, -0.03], [-0.08, -0.09, -0.05], [-0.30, 0.06, 0.03], [0.00, 0.09, 0.08], [0.89, -0.08, -0.11], [-0.43, 0.34, 0.71], [0.11, 0.16, 0.19], [0.02, -0.01, -0.02], [0.11, -0.10, -0.17], [-0.59, -0.47, -0.44], [0.00, 0.09, 0.10], [-0.01, 0.02, 0.08], [-0.12, 0.00, 0.03], [-0.08, -0.06, -0.03], [0.07, 0.06, -0.04], [-0.20, 0.25, 0.95], [-0.50, 0.05, -0.75], [-0.29, 0.10, 0.03], [0.00, -0.01, -0.01], [0.21, -0.03, 0.20], [0.77, -0.32, -0.35], [-0.09, 0.08, 0.10], [-0.04, 0.00, -0.15], [0.01, -0.03, -0.11], [0.09, -0.04, -0.04], [0.03, 0.01, 0.10]],
  "mulliken_charge": [-1.0059, 0.0737, -0.3141, -0.1156, -0.5589, 0.1259, -0.6686, -0.0691, -0.1013, -0.1195, 0.4483, -0.2068, -0.3316, -0.5800, -0.0783, -0.3768, -0.0075, -0.3388, 0.0308, -0.4774, -0.3608, -0.1322, -0.6584, -0.1540, -0.4398, 0.9449, 0.0534, -0.8370, -1.0608, 0.4382, -0.5746, 0.5196, -0.2723, -0.2008, -0.2174, 0.3996, 0.1567, 0.2383, -0.1275, 0.3317, 0.1652, 0.2124, -0.2852, 0.2778, 0.2924, 0.3139, 0.2937, 0.3017, 0.3434, 0.3487, 0.0901, 0.5244, 0.2439, 0.3216, 0.2898, 0.3817, 0.2094, 0.3873, 0.3456, -0.1198, 0.5392, 0.1907, 0.3561, 0.2364, 0.6860, 0.5835, -0.3412, 0.3462, -0.2401, 0.1093, -0.7283, -0.1209, -0.8023, 0.0979, 0.2723, 0.3638, 0.3943, 0.3708, 0.2959, -0.4706, -0.4039, -0.5214, -0.6778, -0.1186, -0.4553, 0.5561, 0.5365, 0.4929, 0.4128, 0.6223, -0.4353, -0.7867, -0.1551, -0.5381, -0.2129, -1.1822, 0.5181, 0.6176, 0.4770, 0.3074, 1.4250, -0.5690, -0.2079, -0.2919, -0.2842, -0.4430, -0.2088, 0.4057, 0.3756, 0.4983, 0.3677, 0.3666, -0.5508, -0.2379, -0.7011, 0.0006, -0.4518, -0.2769, 0.3620, 0.5019, 0.6230, 0.3810, 0.3439, -0.3158, -0.0083, -0.5759, -0.2046, -0.4466, -0.2413, 0.3390, 0.3667, 0.3686, 0.3541, 0.3763, -0.5215, -0.1362, 0.1368, -0.6075, -0.2806, -0.3239, 0.3979, 0.2721, 0.3717, 0.3701, 0.3588, -0.4402, -0.5362, -0.5410, -0.2781, -0.4427, -0.3117, 0.7038, 0.3874, 0.3904, 0.4195, 0.6426, -0.4450, 0.4388, -0.3111, -0.3992, -0.4210, -0.5174, -0.1744, 0.3716, 0.5658, 0.3910, 0.5160, -0.4437, -0.4219, -0.3291, -0.2434, -0.3671, -0.2569, 0.5511, 0.4160, 0.3682, 0.3696, 0.3646],
  "total_charge": 1,
  "homo_ev": -10.15
}